(1)
# C41H93N2O10

9 unconnected molecules or ions with the total composition C41H93N2O10 in a non-equilibrium geometry (wB97M-V/def2-TZVPD, the OMol25 dataset).

Computed properties:
Energy relative to the best compared isomer or geometry (same formula, charge and spin) = 95.0 kcal per mole
Net charge = +1
Orbital gap = 7.561 eV
LUMO energy = -0.1162 hartree
Electronic energy = -67465.543 eV

Last column: Löwdin charge in e.
Positions of all 146 atoms, in Å:
C  4.666  -0.105  -0.120  0.01
C  4.434  -1.322  -0.855  -0.15
C  2.896  -1.780  -1.150  -0.10
C  2.441  -0.867  -2.417  -0.11
N  3.323  -0.826  -3.578  0.13
C  2.622  0.115  -4.470  0.01
C  1.324  0.571  -3.777  0.03
N  1.242  -0.071  -2.459  -0.03
C  0.155  0.137  -1.456  -0.11
C  -0.536  -1.273  -1.094  -0.05
C  -1.434  -1.087  0.248  -0.33
O  -1.327  -1.886  1.218  0.08
O  -2.338  0.044  0.237  0.02
H  4.031  0.216  0.784  0.08
H  5.511  0.574  -0.528  0.08
H  5.261  -1.982  -1.293  0.10
H  2.819  -2.907  -1.398  0.13
H  2.181  -1.487  -0.298  0.11
H  4.231  -1.305  -3.721  0.17
H  2.986  0.467  -5.506  0.14
H  0.544  1.316  -4.153  0.14
H  -0.656  0.779  -1.982  0.13
H  0.525  0.734  -0.544  0.16
H  0.195  -2.123  -0.857  0.11
H  -1.160  -1.614  -1.995  0.14
H  -1.738  0.812  0.423  0.11
C  -2.960  5.837  -3.794  -0.07
C  -2.443  4.541  -4.392  -0.27
O  -1.609  3.799  -3.507  -0.18
C  -2.203  3.382  -2.284  -0.29
C  -3.409  2.479  -2.473  -0.07
H  -2.127  6.472  -3.478  0.08
H  -3.557  6.383  -4.529  0.08
H  -3.587  5.661  -2.919  0.07
H  -1.833  4.775  -5.269  0.12
H  -3.267  3.914  -4.750  0.11
H  -2.451  4.252  -1.669  0.10
H  -1.432  2.829  -1.736  0.09
H  -4.218  2.984  -3.005  0.08
H  -3.798  2.155  -1.504  0.07
H  -3.137  1.594  -3.056  0.08
C  2.208  5.938  0.099  -0.08
C  0.892  5.228  -0.167  -0.28
O  0.496  4.353  0.885  -0.18
C  0.293  4.953  2.161  -0.27
C  -0.786  6.021  2.166  -0.07
H  3.006  5.212  0.275  0.08
H  2.483  6.561  -0.756  0.08
H  2.153  6.582  0.978  0.07
H  1.000  4.608  -1.062  0.11
H  0.092  5.944  -0.385  0.11
H  1.238  5.344  2.549  0.11
H  -0.007  4.148  2.839  0.12
H  -0.533  6.859  1.513  0.07
H  -0.928  6.416  3.175  0.09
H  -1.735  5.607  1.813  0.06
C  -3.701  -4.991  5.748  -0.07
C  -2.595  -5.792  5.086  -0.29
O  -2.541  -5.627  3.673  -0.16
C  -2.314  -4.304  3.203  -0.28
C  -1.003  -3.706  3.678  -0.08
H  -4.674  -5.258  5.324  0.08
H  -3.722  -5.189  6.824  0.08
H  -3.568  -3.917  5.608  0.07
H  -2.772  -6.855  5.267  0.11
H  -1.620  -5.563  5.530  0.09
H  -3.160  -3.660  3.463  0.11
H  -2.299  -4.362  2.110  0.11
H  -0.967  -3.612  4.766  0.07
H  -0.862  -2.710  3.253  0.05
H  -0.162  -4.338  3.377  0.08
C  -7.835  4.217  1.712  -0.08
C  -7.006  4.766  0.565  -0.28
O  -5.951  5.625  0.986  -0.16
C  -4.978  5.050  1.847  -0.27
C  -4.248  3.868  1.236  -0.09
H  -8.259  5.034  2.304  0.08
H  -8.653  3.601  1.330  0.08
H  -7.240  3.600  2.388  0.07
H  -7.652  5.364  -0.083  0.12
H  -6.609  3.957  -0.059  0.10
H  -5.433  4.783  2.806  0.11
H  -4.250  5.839  2.063  0.11
H  -4.926  3.042  1.010  0.07
H  -3.483  3.494  1.923  0.08
H  -3.764  4.160  0.298  0.06
C  -12.587  2.592  4.218  -0.08
C  -11.070  2.593  4.277  -0.28
O  -10.499  3.895  4.223  -0.18
C  -10.867  4.788  5.266  -0.28
C  -10.487  4.296  6.651  -0.08
H  -12.935  3.093  3.310  0.08
H  -12.967  1.566  4.221  0.08
H  -13.028  3.114  5.069  0.07
H  -10.682  2.049  3.411  0.12
H  -10.707  2.058  5.162  0.11
H  -11.935  5.019  5.208  0.11
H  -10.340  5.727  5.070  0.12
H  -10.995  3.363  6.906  0.07
H  -10.753  5.039  7.407  0.08
H  -9.411  4.107  6.708  0.08
C  3.501  -8.255  6.460  -0.08
C  2.649  -7.252  7.216  -0.28
O  1.871  -6.413  6.368  -0.16
C  0.933  -7.068  5.523  -0.27
C  -0.111  -7.870  6.279  -0.08
H  4.169  -7.742  5.762  0.08
H  4.106  -8.841  7.157  0.08
H  2.893  -8.951  5.879  0.06
H  3.305  -6.589  7.787  0.12
H  2.004  -7.751  7.947  0.11
H  1.456  -7.691  4.790  0.11
H  0.428  -6.283  4.953  0.10
H  0.338  -8.680  6.859  0.07
H  -0.828  -8.315  5.584  0.08
H  -0.653  -7.228  6.980  0.08
C  8.966  -4.307  -4.142  -0.07
C  7.686  -3.493  -4.100  -0.28
O  7.520  -2.756  -2.893  -0.19
C  8.528  -1.795  -2.598  -0.28
C  8.666  -0.714  -3.655  -0.07
H  9.008  -4.999  -3.296  0.09
H  9.021  -4.883  -5.070  0.07
H  9.854  -3.674  -4.090  0.07
H  6.832  -4.175  -4.167  0.12
H  7.613  -2.824  -4.965  0.09
H  9.484  -2.295  -2.416  0.11
H  8.242  -1.327  -1.651  0.11
H  8.963  -1.124  -4.623  0.06
H  9.421  0.017  -3.357  0.08
H  7.713  -0.195  -3.800  0.07
C  8.054  -3.355  -8.191  -0.07
C  7.646  -1.893  -8.179  -0.28
O  8.695  -1.013  -7.792  -0.17
C  9.858  -1.021  -8.612  -0.28
C  9.589  -0.635  -10.055  -0.08
H  8.425  -3.657  -7.207  0.06
H  7.200  -3.986  -8.453  0.08
H  8.848  -3.552  -8.913  0.07
H  6.843  -1.756  -7.449  0.11
H  7.235  -1.588  -9.148  0.11
H  10.358  -1.992  -8.549  0.11
H  10.549  -0.292  -8.176  0.12
H  8.912  -1.337  -10.546  0.07
H  10.521  -0.616  -10.625  0.08
H  9.126  0.355  -10.106  0.08

=====

(2)
# C33H53BrN9OS2Sc

A molecular structure, C33H53BrN9OS2Sc (wB97M-V/def2-TZVPD, the OMol25 dataset).

Computed properties:
Energy relative to the best compared isomer or geometry (same formula, charge and spin) = 18.5 kcal per mole
Net charge = +2
Orbital gap = 8.231 eV
LUMO energy = -0.1684 hartree
Electronic energy = -162945.616 eV

Last column: Löwdin charge in e.
Positions of all 100 atoms, in Å:
Sc  1.459  0.143  -0.012  0.97
C  1.381  0.820  3.185  -0.16
C  0.286  1.581  2.418  -0.16
N  0.805  2.071  1.128  -0.12
C  1.767  3.184  1.281  -0.15
C  3.005  3.055  0.387  -0.21
N  3.385  1.648  0.081  -0.11
C  4.393  1.167  1.053  -0.17
C  3.732  0.970  2.405  -0.15
N  2.424  0.287  2.272  -0.10
H  0.916  0.002  3.735  0.11
H  1.846  1.465  3.930  0.12
H  -0.097  2.400  3.033  0.14
H  -0.554  0.923  2.196  0.10
H  0.014  2.391  0.576  0.11
H  2.057  3.240  2.329  0.11
H  1.279  4.135  1.058  0.14
H  3.841  3.564  0.875  0.13
H  2.837  3.576  -0.549  0.05
H  3.830  1.657  -0.834  0.12
H  5.211  1.886  1.150  0.14
H  4.821  0.243  0.681  0.07
H  3.571  1.938  2.875  0.11
H  4.405  0.423  3.069  0.13
H  2.559  -0.692  2.486  0.05
C  -3.645  5.218  -3.236  -0.04
C  -3.800  3.773  -3.730  -0.56
C  -5.272  3.377  -3.621  -0.06
C  -3.381  3.687  -5.205  -0.04
C  -2.899  2.862  -2.901  -0.15
C  -1.523  3.067  -2.894  -0.07
C  -0.725  2.230  -2.153  -0.53
Br  1.157  2.519  -2.246  0.97
C  -1.191  1.155  -1.371  -0.33
O  -0.277  0.391  -0.729  -0.29
C  -2.585  0.951  -1.359  -0.07
C  -3.372  1.812  -2.134  0.03
C  -3.373  -0.143  -0.616  -0.53
C  -4.052  -1.050  -1.650  -0.03
C  -2.537  -1.028  0.300  -0.07
C  -4.442  0.518  0.271  -0.03
H  -4.275  5.883  -3.828  0.09
H  -2.617  5.571  -3.326  0.08
H  -3.946  5.307  -2.190  0.09
H  -5.871  4.047  -4.237  0.09
H  -5.640  3.457  -2.597  0.09
H  -5.447  2.360  -3.979  0.09
H  -4.012  4.339  -5.809  0.09
H  -3.486  2.668  -5.581  0.09
H  -2.346  4.000  -5.353  0.08
H  -1.073  3.865  -3.469  0.11
H  -4.436  1.630  -2.137  0.09
H  -3.309  -1.544  -2.281  0.09
H  -4.728  -0.497  -2.302  0.09
H  -4.637  -1.819  -1.143  0.09
H  -1.790  -1.581  -0.265  0.06
H  -3.202  -1.738  0.798  0.09
H  -2.040  -0.440  1.069  0.06
H  -5.161  1.101  -0.301  0.08
H  -3.981  1.181  1.006  0.09
H  -4.999  -0.251  0.809  0.09
C  0.501  -0.687  -3.496  -0.07
C  1.907  -0.997  -3.104  -0.61
N  2.458  -0.877  -1.906  0.00
C  3.738  -1.410  -1.911  -0.33
C  4.177  -1.844  -3.118  -0.31
S  2.945  -1.667  -4.276  1.17
C  4.438  -1.661  -0.650  -0.36
C  5.778  -1.830  -0.489  -0.32
S  6.105  -2.343  1.105  1.14
C  4.431  -2.281  1.473  -0.64
N  3.680  -1.880  0.480  0.06
C  3.897  -2.698  2.806  -0.06
H  0.350  0.378  -3.650  0.05
H  -0.184  -1.023  -2.720  0.08
H  0.260  -1.194  -4.429  0.09
H  5.111  -2.331  -3.340  0.09
H  6.561  -1.699  -1.217  0.09
H  4.286  -3.675  3.093  0.10
H  2.811  -2.782  2.744  0.05
H  4.169  -1.999  3.600  0.09
C  0.680  -4.937  3.961  -0.06
C  -0.819  -4.703  3.820  -0.41
C  -1.331  -3.673  4.823  -0.07
C  -1.211  -4.390  2.378  -0.08
N  -0.411  -3.323  1.746  -0.06
C  0.180  -3.328  0.544  -0.06
N  0.705  -2.143  0.347  0.02
N  0.409  -1.434  1.441  -0.07
N  -0.243  -2.127  2.298  0.15
H  0.909  -5.334  4.949  0.09
H  1.230  -3.998  3.857  0.05
H  1.057  -5.647  3.221  0.09
H  -1.334  -5.646  4.024  0.15
H  -0.826  -2.713  4.713  0.06
H  -1.156  -4.031  5.837  0.09
H  -2.404  -3.509  4.711  0.09
H  -2.256  -4.089  2.301  0.14
H  -1.055  -5.265  1.748  0.14
H  0.202  -4.169  -0.127  0.16

=====

(3)
# C7H13N3

A gas-phase ion, C7H13N3 (charge +2) in a non-equilibrium geometry (wB97M-V/def2-TZVPD, the OMol25 dataset).

Computed properties:
SMILES = C[C@H]1CC=CC(=[NH2+])N1C=[NH2+]
Energy relative to the best compared isomer or geometry (same formula, charge and spin) = 32.6 kcal per mole
Net charge = +2
Orbital gap = 8.780 eV
LUMO energy = -0.3495 hartree
Electronic energy = -11921.976 eV

Last column: Löwdin charge in e.
Positions of all 23 atoms, in Å:
C  -1.816  -1.082  -0.026  0.00
C  -2.338  0.117  0.411  0.09
C  -0.412  -1.350  0.083  -0.18
C  1.884  -0.598  0.464  0.00
C  -1.283  1.116  0.883  -0.08
C  0.094  1.046  0.165  -0.29
C  -0.005  1.500  -1.267  0.00
N  0.548  -0.359  0.373  0.06
N  -0.151  -2.586  -0.303  0.27
N  2.845  0.302  0.202  0.23
H  -2.529  -1.938  -0.304  0.17
H  -3.384  0.379  0.360  0.14
H  2.444  -1.495  0.675  0.17
H  -1.587  2.092  0.713  0.11
H  -1.241  1.038  2.013  0.17
H  0.879  1.530  0.763  0.15
H  -0.919  1.015  -1.748  0.13
H  0.895  1.389  -1.790  0.07
H  -0.319  2.577  -1.353  0.13
H  -0.853  -3.295  -0.629  0.20
H  0.801  -2.784  -0.260  0.11
H  3.760  0.049  0.616  0.17
H  2.689  1.336  -0.040  0.19

=====

(4)
# C4H10N2OS

C4H10N2OS in the gas phase in a non-equilibrium geometry (wB97M-V/def2-TZVPD, the OMol25 dataset).

Computed properties:
Energy relative to the best compared isomer or geometry (same formula, charge and spin) = 137.5 kcal per mole
Net charge = 0
Orbital gap = 5.272 eV
LUMO energy = -0.1165 hartree
Electronic energy = -20167.960 eV

Last column: Löwdin charge in e.
Positions of all 18 atoms, in Å:
O  0.203  0.044  1.251  -0.06
C  0.382  0.079  -0.144  -0.55
N  1.620  -0.283  -0.624  0.20
C  2.099  -1.548  -0.103  -0.28
N  2.470  -1.490  1.305  0.03
C  -0.035  1.524  -0.685  -0.16
C  -1.471  1.240  -1.123  -0.67
S  -2.430  0.201  -0.030  0.66
H  -0.393  -0.548  -0.678  0.13
H  3.032  -1.728  -0.631  0.11
H  1.314  -2.287  -0.309  0.13
H  3.448  -1.547  1.486  0.06
H  1.738  -1.200  1.923  0.05
H  0.459  1.655  -1.652  0.11
H  0.201  2.350  -0.023  0.12
H  -2.026  2.144  -1.395  0.07
H  -1.319  0.702  -2.073  0.07
H  -0.763  0.201  1.313  0.00

=====

Copy entry 4 word for word.
# C4H10N2OS

C4H10N2OS in the gas phase in a non-equilibrium geometry (wB97M-V/def2-TZVPD, the OMol25 dataset).

Computed properties:
Energy relative to the best compared isomer or geometry (same formula, charge and spin) = 137.5 kcal per mole
Net charge = 0
Orbital gap = 5.272 eV
LUMO energy = -0.1165 hartree
Electronic energy = -20167.960 eV

Last column: Löwdin charge in e.
Positions of all 18 atoms, in Å:
O  0.203  0.044  1.251  -0.06
C  0.382  0.079  -0.144  -0.55
N  1.620  -0.283  -0.624  0.20
C  2.099  -1.548  -0.103  -0.28
N  2.470  -1.490  1.305  0.03
C  -0.035  1.524  -0.685  -0.16
C  -1.471  1.240  -1.123  -0.67
S  -2.430  0.201  -0.030  0.66
H  -0.393  -0.548  -0.678  0.13
H  3.032  -1.728  -0.631  0.11
H  1.314  -2.287  -0.309  0.13
H  3.448  -1.547  1.486  0.06
H  1.738  -1.200  1.923  0.05
H  0.459  1.655  -1.652  0.11
H  0.201  2.350  -0.023  0.12
H  -2.026  2.144  -1.395  0.07
H  -1.319  0.702  -2.073  0.07
H  -0.763  0.201  1.313  0.00

=====

Q: The lowest orbital gap belongs to which entry?
A: C4H10N2OS

=====

Q: Which formula does entry 4 have?
A: C4H10N2OS

=====

Repeat the fourth record exactly.
# C4H10N2OS

C4H10N2OS in the gas phase in a non-equilibrium geometry (wB97M-V/def2-TZVPD, the OMol25 dataset).

Computed properties:
Energy relative to the best compared isomer or geometry (same formula, charge and spin) = 137.5 kcal per mole
Net charge = 0
Orbital gap = 5.272 eV
LUMO energy = -0.1165 hartree
Electronic energy = -20167.960 eV

Last column: Löwdin charge in e.
Positions of all 18 atoms, in Å:
O  0.203  0.044  1.251  -0.06
C  0.382  0.079  -0.144  -0.55
N  1.620  -0.283  -0.624  0.20
C  2.099  -1.548  -0.103  -0.28
N  2.470  -1.490  1.305  0.03
C  -0.035  1.524  -0.685  -0.16
C  -1.471  1.240  -1.123  -0.67
S  -2.430  0.201  -0.030  0.66
H  -0.393  -0.548  -0.678  0.13
H  3.032  -1.728  -0.631  0.11
H  1.314  -2.287  -0.309  0.13
H  3.448  -1.547  1.486  0.06
H  1.738  -1.200  1.923  0.05
H  0.459  1.655  -1.652  0.11
H  0.201  2.350  -0.023  0.12
H  -2.026  2.144  -1.395  0.07
H  -1.319  0.702  -2.073  0.07
H  -0.763  0.201  1.313  0.00